[1]
28
Properties=species:S:1:pos:R:3:forces:R:3 method="wB97M-V/def2-TZVPD" e_homo_ev="-8.2 / -8.1" charge=0 relative_energy_kj_mol=659.3 orbital_gap_ev="7.7 / 7.6" e_lumo_ev="-0.525 / -0.567"
C -2.0095 -2.1089 -0.3361 0.1 -0.4 -1.4
C 2.6389 -2.2788 -0.1672 1.4 -1.5 1.1
C 3.6542 -1.3310 -0.3927 -1.1 -1.0 -0.8
C 1.3909 -1.9336 0.2769 -2.6 -0.5 -0.8
C 3.2715 -0.0053 -0.3635 1.6 1.8 1.1
C 0.9910 -0.6003 0.2960 1.2 -0.2 0.9
C 2.0168 0.3626 0.1582 0.1 -0.7 -0.4
C -0.2799 0.0778 0.6024 0.2 0.3 -0.1
C -0.1010 1.4029 0.6149 0.6 0.6 -1.0
C 1.4483 1.6933 0.4753 -1.6 0.8 -0.7
C -1.0242 2.5956 0.6322 1.4 0.3 -1.6
C -3.4089 0.2679 -1.0210 2.9 1.3 0.0
C -2.6259 -1.2914 0.6209 0.4 2.3 -2.0
N -1.5742 -2.6772 -1.2553 -0.3 0.3 0.9
O -3.4798 -0.2938 0.2702 0.5 -0.8 0.7
H 2.8788 -3.3662 -0.1473 0.0 0.9 -0.3
H 4.6558 -1.6935 -0.6531 -0.4 0.5 0.0
H 0.5816 -2.6895 0.4346 1.1 0.5 -0.1
H 4.0905 0.7668 -0.5725 -1.4 -0.9 0.4
H 1.6633 2.2597 1.3982 0.7 -0.7 -0.2
H 1.6923 2.3628 -0.3605 -0.4 0.2 0.1
H -0.6312 3.3499 1.2885 0.2 0.5 0.3
H -1.9553 2.3273 0.9675 -2.4 -0.7 1.0
H -1.2197 3.1122 -0.3680 0.7 -0.9 1.0
H -3.7622 -0.4427 -1.7349 -1.1 0.1 -0.7
H -2.3053 0.4035 -1.3625 -1.4 -0.1 0.9
H -3.7969 1.3090 -0.8880 -0.3 -1.3 -0.8
H -2.8000 -1.5791 1.5870 0.0 -0.8 2.2

=====

[2]
17
Properties=species:S:1:pos:R:3:forces:R:3 method="wB97M-V/def2-TZVPD" smiles="CO[C@H]1C/C1=C/O.[H][H]" e_homo_ev=-8.8 charge=0 relative_energy_kj_mol=428.6 orbital_gap_ev=9.8 e_lumo_ev=1.005
C 0.0150 -2.5639 -0.5452 -0.1 -0.3 -0.1
O 0.5635 -1.3054 -0.2357 0.0 0.0 0.1
C -0.3153 -0.2397 -0.4220 0.0 0.2 -0.1
C -1.4510 0.0204 0.5743 -0.2 -0.1 0.2
C -0.2194 0.8173 0.5762 0.2 0.1 0.2
C 0.6795 1.5159 1.2451 -0.4 0.0 0.0
O 1.9713 1.6658 0.8487 0.1 -0.2 -0.2
H -0.2536 -2.6460 -1.6086 0.0 0.0 0.1
H -0.8779 -2.7674 0.0622 0.1 0.0 -0.1
H 0.7839 -3.3044 -0.3121 -0.2 0.1 -0.1
H -0.5289 -0.0050 -1.4707 0.1 0.0 0.2
H -2.3694 0.4454 0.1691 0.2 -0.1 0.1
H -1.5981 -0.6909 1.3852 0.0 0.1 -0.1
H 0.4715 2.0667 2.1569 0.0 -0.1 -0.1
H 2.1217 1.0549 0.1110 0.0 0.1 0.1
H 0.3201 2.9347 -1.5885 0.0 0.1 0.0
H 0.6870 3.0015 -0.9459 0.0 0.0 -0.1

=====

[3]
98
Properties=species:S:1:pos:R:3:forces:R:3 method="wB97M-V/def2-TZVPD" smiles=C#CN[C@@H](CCC(C)C)COCCCCc1ccccc1.COCCNCCOC.COCCNCCOC e_homo_ev=-8.5 charge=0 orbital_gap_ev=9.2 e_lumo_ev=0.666
C 5.9885 0.0945 -0.7058 0.9 0.4 0.4
C 5.8176 0.9733 -1.5326 0.4 -0.8 -1.8
N 5.6645 1.6427 -2.7992 -0.6 -0.5 3.0
C 4.2899 2.2896 -2.8942 0.8 0.2 -0.5
C 4.5148 3.8353 -2.6265 -0.3 0.0 -0.9
C 3.2857 4.7718 -2.9663 0.0 0.6 0.9
C 2.0527 4.6890 -1.9502 0.1 1.1 0.4
C 1.6639 6.2060 -1.5608 0.8 -0.8 -0.8
C 2.3357 3.9037 -0.6069 -1.2 0.0 0.2
C 3.7673 1.9452 -4.3612 0.4 0.2 -0.4
O 2.8157 0.8721 -4.4064 -0.1 0.9 0.7
C 1.5482 1.2562 -3.8634 -1.3 0.1 -0.2
C 0.6740 2.1688 -4.8395 -0.5 -0.8 -0.1
C -0.8977 1.8683 -4.7342 -0.1 1.2 -0.6
C -1.6184 2.7789 -3.6315 0.8 -0.4 0.4
C -2.0267 2.0162 -2.3226 -1.7 -0.3 2.6
C -1.5099 0.6973 -1.8821 -1.0 0.8 1.0
C -1.8866 0.0132 -0.6103 -1.1 2.6 -0.8
C -2.8844 0.6636 0.2956 1.6 0.7 -3.2
C -3.4418 1.9659 -0.1476 1.1 -0.6 -0.9
C -3.0403 2.6665 -1.4112 1.1 -3.1 1.2
H 6.4170 -0.5951 0.0630 -1.1 1.1 -1.1
H 6.3972 2.3540 -2.8800 -0.3 -0.3 0.0
H 3.6825 1.7817 -2.0812 0.5 0.8 -1.3
H 4.8815 3.9712 -1.5655 -0.6 -0.1 -1.1
H 5.3773 4.1846 -3.2894 -1.0 -0.5 0.7
H 2.8742 4.6568 -4.0075 0.7 -0.1 0.9
H 3.6754 5.8418 -2.9037 -0.4 -1.3 -0.2
H 1.1480 4.2888 -2.5026 1.0 0.0 0.8
H 1.3030 6.7168 -2.5074 0.2 -0.4 1.3
H 2.6322 6.7280 -1.2680 -1.3 -0.5 0.0
H 0.9083 6.2169 -0.7286 0.7 0.2 -0.9
H 1.4486 4.1135 0.0789 1.1 -0.3 -0.8
H 2.3378 2.7737 -0.7287 0.3 1.4 0.1
H 3.2408 4.2767 -0.0407 -0.9 -0.5 -0.9
H 3.3374 2.8276 -4.9188 0.4 -0.6 0.8
H 4.6651 1.6004 -4.9679 -1.1 0.3 0.9
H 0.9579 0.2928 -3.7358 1.0 1.1 0.0
H 1.6364 1.7782 -2.8586 0.0 -0.7 -1.0
H 0.9811 1.9232 -5.8963 -0.1 0.3 1.1
H 0.8041 3.2754 -4.6680 0.1 -1.1 -0.2
H -1.1364 0.7732 -4.6330 0.3 1.1 0.1
H -1.3325 2.1907 -5.7367 0.5 -0.5 1.2
H -0.8537 3.5783 -3.3511 -1.0 -0.9 -0.2
H -2.4927 3.3629 -4.0634 0.9 -1.0 0.6
H -0.7815 0.1672 -2.5464 -0.8 0.6 0.8
H -1.3997 -0.9816 -0.3818 -0.8 1.4 -0.2
H -3.1494 0.1272 1.2424 0.0 0.9 -1.0
H -4.2213 2.4410 0.5203 1.0 -0.5 -1.0
H -3.5344 3.6462 -1.6345 0.7 -1.1 0.1
C -0.6865 -7.8397 -0.2810 0.0 0.1 -0.2
O -1.7183 -7.3239 -1.1042 0.0 -0.3 0.3
C -3.0280 -7.4755 -0.5606 -0.3 0.3 -0.3
C -3.5860 -6.1435 -0.0651 0.3 -0.2 0.1
N -2.8947 -5.6813 1.1348 0.0 0.1 -0.2
C -3.1270 -4.2742 1.4710 0.2 -0.1 0.1
C -2.7880 -3.2048 0.4239 -0.1 0.2 0.3
O -1.3953 -3.0296 0.1808 -0.2 -0.3 -0.2
C -0.8126 -4.0097 -0.6655 0.3 0.3 0.2
H 0.2220 -7.9041 -0.8813 -0.1 0.0 0.0
H -0.4812 -7.1734 0.5616 0.0 -0.1 0.2
H -0.9292 -8.8394 0.0903 0.0 0.0 0.0
H -3.0595 -8.2353 0.2250 0.2 0.1 0.1
H -3.6623 -7.8268 -1.3794 0.0 0.0 0.0
H -4.6524 -6.2601 0.1580 0.0 0.0 0.0
H -3.4891 -5.4295 -0.8906 -0.1 -0.1 -0.1
H -1.8988 -5.8133 1.0154 -0.1 0.0 0.0
H -2.5319 -4.0638 2.3643 -0.1 0.1 -0.1
H -4.1790 -4.1595 1.7593 0.0 0.0 -0.1
H -3.1342 -2.2472 0.8246 0.1 -0.1 0.0
H -3.3277 -3.3411 -0.5202 0.1 -0.1 0.0
H -1.4897 -4.3284 -1.4587 -0.1 -0.1 0.1
H -0.4726 -4.8582 -0.0723 -0.1 -0.2 -0.2
H 0.0742 -3.5679 -1.1277 -0.1 0.1 0.0
C -0.6002 0.4371 7.7651 -0.3 0.0 -0.1
O -1.1383 1.2591 6.7441 0.4 0.0 0.2
C -0.1577 1.9684 5.9895 -0.2 0.1 -0.5
C 0.0071 1.3791 4.5908 0.0 -0.2 0.3
N 0.6534 0.0706 4.6287 -0.2 0.0 0.0
C 0.5394 -0.7026 3.3894 0.0 0.0 0.2
C -0.8612 -1.0063 2.8407 0.3 -0.2 -0.2
O -1.6173 -1.9323 3.6157 -0.1 0.3 -0.1
C -2.2173 -1.3840 4.7784 0.0 -0.5 -0.1
H -1.4162 0.1467 8.4281 0.0 0.1 -0.1
H -0.1675 -0.4777 7.3506 0.2 0.0 0.1
H 0.1538 0.9675 8.3538 0.0 0.0 0.0
H 0.8011 2.0218 6.5126 0.0 -0.2 0.1
H -0.5298 2.9916 5.8860 0.0 0.0 0.0
H 0.6118 2.0600 3.9816 0.0 0.0 0.0
H -0.9932 1.3255 4.1466 0.0 0.2 0.0
H 0.2496 -0.4775 5.3771 0.0 0.1 0.0
H 1.0393 -1.6588 3.5714 0.0 0.0 -0.1
H 1.1159 -0.1889 2.6105 -0.1 0.0 0.0
H -0.7242 -1.4881 1.8684 0.0 0.0 0.1
H -1.4484 -0.1033 2.6418 0.0 0.1 0.2
H -2.5632 -0.3609 4.6239 0.1 0.1 0.0
H -1.5246 -1.4431 5.6180 -0.1 0.2 0.2
H -3.0813 -2.0037 5.0330 0.1 0.0 -0.1

=====

[4]
72
Properties=species:S:1:pos:R:3:forces:R:3 method="wB97M-V/def2-TZVPD" smiles="O=[N+]([O-])c1ccccc1.O=[N+]([O-])c1ccccc1.O=[N+]([O-])c1ccccc1.CC(C)=O.CC(C)=O.CC(C)=O" e_homo_ev=-9.5 charge=0 relative_energy_kj_mol=0.0 orbital_gap_ev=8.5 e_lumo_ev=-1.010
O 10.8436 -10.0753 -17.7816 0.1 -0.2 0.7
N 10.9618 -9.8864 -18.9687 0.2 -0.5 -0.4
O 10.2699 -9.1444 -19.6217 -0.4 0.7 -0.2
C 11.9488 -10.6675 -19.7095 0.4 -0.9 -0.7
C 12.4173 -10.1947 -20.9292 -0.2 1.0 0.5
C 13.2605 -10.9678 -21.6889 -0.3 -0.7 -0.2
C 13.5425 -12.2632 -21.2720 0.7 -0.4 -0.1
C 13.1148 -12.7453 -20.0511 -0.2 0.8 0.6
C 12.2891 -11.9376 -19.2712 -0.4 0.0 0.4
H 12.1255 -9.1921 -21.2186 0.1 -0.1 -0.2
H 13.6456 -10.6299 -22.6406 0.0 0.2 0.0
H 14.1640 -12.9208 -21.8685 0.1 0.2 -0.1
H 13.4947 -13.6660 -19.6321 -0.3 -0.3 -0.3
H 11.8290 -12.2996 -18.3592 0.3 0.0 0.1
O 16.5002 -13.8222 -22.2242 -0.1 0.2 -0.3
N 17.1100 -14.7177 -21.6767 -0.2 -0.2 0.4
O 17.0698 -14.9378 -20.4856 0.1 -0.1 0.2
C 17.9334 -15.5961 -22.5057 0.1 0.1 -0.8
C 18.8989 -16.3890 -21.9343 0.6 -0.5 0.8
C 19.7262 -17.1657 -22.7361 -0.4 0.5 -0.6
C 19.5480 -17.1210 -24.1146 0.3 -0.3 0.2
C 18.5169 -16.3824 -24.6800 0.1 0.0 -0.1
C 17.7223 -15.5847 -23.8806 -0.5 -0.3 0.4
H 19.0486 -16.4303 -20.8627 -0.2 0.3 0.0
H 20.5195 -17.7664 -22.3184 0.0 0.0 0.2
H 20.2394 -17.6822 -24.7314 -0.2 0.0 -0.1
H 18.3340 -16.4365 -25.7445 0.0 0.1 0.0
H 16.8550 -15.0604 -24.2564 0.2 0.2 -0.2
O 7.6740 -6.2582 -12.0624 0.3 -0.1 0.1
N 7.6746 -5.7176 -13.1463 -0.9 0.4 -0.3
O 7.4675 -4.5330 -13.3280 0.2 0.1 0.1
C 7.8530 -6.5373 -14.3429 0.3 -1.0 -0.2
C 8.2420 -7.8616 -14.1770 0.5 -0.1 0.4
C 8.5782 -8.6332 -15.2741 0.0 0.4 -0.6
C 8.4483 -8.1058 -16.5599 0.3 0.2 0.5
C 8.0298 -6.7886 -16.7163 -0.5 -0.7 -0.1
C 7.6885 -6.0237 -15.6159 0.0 0.7 -0.2
H 8.3767 -8.2885 -13.1927 -0.1 0.3 0.1
H 9.0303 -9.6079 -15.1501 -0.3 -0.1 0.1
H 8.7302 -8.7134 -17.4030 0.0 0.1 -0.1
H 7.8762 -6.3960 -17.7122 0.1 0.1 0.0
H 7.2982 -5.0329 -15.8055 0.2 0.1 0.4
C 15.5951 -11.1015 -27.5613 -0.2 -0.5 -0.3
C 14.4332 -11.6056 -26.7294 -0.1 -0.1 -0.3
C 14.7868 -12.2862 -25.4254 0.1 0.4 0.2
O 13.2964 -11.4529 -27.1046 -0.1 -0.1 0.2
H 15.2534 -11.0210 -28.5913 0.1 0.1 0.0
H 16.4032 -11.8345 -27.5071 0.2 0.2 0.0
H 15.9569 -10.1270 -27.2364 0.0 0.0 0.2
H 14.0079 -12.0907 -24.6887 0.1 0.2 0.0
H 15.7545 -11.8768 -25.1323 -0.1 -0.1 0.5
H 14.8779 -13.3727 -25.4575 0.0 0.0 -0.5
C 11.8812 -12.8546 -14.7128 -0.2 -0.1 -0.5
C 12.3931 -14.2522 -14.9769 0.5 0.2 0.0
C 13.8565 -14.3804 -15.3865 -0.7 -0.3 0.3
O 11.6932 -15.2206 -14.8191 -0.1 -0.1 -0.1
H 10.7970 -12.9208 -14.6584 0.0 0.2 0.2
H 12.1615 -12.1778 -15.5243 0.0 0.0 0.0
H 12.3172 -12.4325 -13.8073 -0.1 -0.1 0.1
H 14.0515 -13.8916 -16.3396 0.1 0.2 0.1
H 14.0915 -15.4389 -15.4689 0.1 0.0 0.0
H 14.4317 -13.9201 -14.5819 0.3 0.1 -0.2
C 7.4999 -10.8912 -19.1631 -0.3 0.2 0.2
C 6.0247 -11.1267 -19.2847 -0.9 0.4 0.2
C 5.5386 -12.5379 -19.4062 0.6 -1.0 -0.3
O 5.2272 -10.2189 -19.2007 0.2 0.1 -0.1
H 7.8065 -11.4704 -18.2878 0.5 -0.1 -0.2
H 7.6552 -9.8341 -18.9752 0.1 0.0 0.0
H 8.0277 -11.1658 -20.0754 0.1 -0.3 0.1
H 4.5447 -12.6325 -19.8318 0.0 0.3 0.0
H 5.5295 -13.0394 -18.4339 0.0 0.3 0.1
H 6.2469 -13.1243 -20.0025 -0.1 0.0 -0.1

=====

[5]
23
Properties=species:S:1:pos:R:3:forces:R:3 method="wB97M-V/def2-TZVPD" e_homo_ev=-9.7 charge=0 relative_energy_kj_mol=0.0 orbital_gap_ev=10.2 e_lumo_ev=0.542
C 2.0125 -1.1769 1.8942 0.1 -2.5 3.3
C 1.3287 1.3791 -0.9035 1.1 -2.3 0.9
C -1.0351 1.6859 1.2116 -0.9 -2.1 -1.3
N -0.5765 -0.5165 -0.9542 -1.3 0.1 1.0
N 0.8420 -0.4454 1.5916 -1.1 1.3 -1.5
F 0.1690 -1.1150 -3.1965 0.7 -0.6 0.8
F -0.7594 -2.8024 -1.7775 1.1 0.2 0.1
F -2.1736 1.1978 -1.7776 -0.2 -1.2 0.9
F -2.4452 -1.0064 -2.6463 0.4 0.9 2.1
Si 0.1394 0.4771 0.2979 2.4 2.7 1.4
P 0.3791 -1.6515 -1.6710 -0.9 -1.2 -2.1
P -2.1648 -0.3064 -1.1997 -3.3 -0.3 -2.3
S -3.5525 -0.7875 0.1174 1.8 0.7 -1.5
H 2.0094 -2.2481 1.5842 -0.1 0.6 -0.3
H 2.9496 -0.7552 1.6334 0.6 0.8 -0.7
H 2.0833 -1.2899 3.0668 -0.1 0.4 -2.1
H 2.1657 2.0019 -0.5627 -0.1 -0.6 0.1
H 1.6446 0.4998 -1.5481 0.7 1.0 0.7
H 0.8402 1.9316 -1.6360 -1.5 1.2 -1.1
H -1.2507 2.6128 0.6600 0.0 -0.4 0.3
H -1.9331 1.0220 1.2934 0.0 1.0 -0.2
H -0.7924 1.8201 2.2458 0.7 0.4 0.4
H 0.1197 -0.5268 2.2768 -0.1 -0.2 0.6

=====

[6]
13
Properties=species:S:1:pos:R:3:forces:R:3 method="wB97M-V/def2-TZVPD" e_homo_ev=-7.3 charge=0 relative_energy_kj_mol=756.1 orbital_gap_ev=4.0 e_lumo_ev=-3.251
C -0.7100 0.1398 -1.1918 0.5 1.0 0.6
C 0.6734 -0.4186 -0.8599 -1.0 -0.5 -1.8
N 0.5605 -1.7988 -0.8761 0.3 -0.2 0.9
C -0.3641 0.8923 2.3024 0.5 -0.7 -0.1
N 0.1576 1.8377 1.7343 0.4 -0.5 -0.9
H -1.0816 -0.1932 -2.1572 0.2 -0.4 0.1
H -1.3753 -0.1686 -0.3931 -0.4 0.1 -0.1
H -0.6443 1.2298 -1.2593 -0.2 0.0 0.3
H 1.1292 -0.0199 0.0956 -0.2 0.6 0.2
H 1.3678 -0.0597 -1.6360 0.5 0.1 0.2
H -0.0903 -0.1768 2.1316 -0.1 -0.1 -0.2
H 1.4716 -2.2522 -0.9793 0.1 0.2 0.1
H -1.0943 0.9881 3.0888 -0.6 0.3 0.6